Entry 1:
Entry from the OMol25 dataset: 7 unconnected molecules or ions with the total composition C27H55F9N6O6SSi at a distorted geometry (ωB97M-V/def2-TZVPD).

```
! wB97M-V def2-TZVPD RIJCOSX def2/J DEFGRID3
* xyz 0 1
C 7.24 2.05 3.26
C 6.52 2.61 2.48
C 5.61 3.05 1.40
C 5.11 1.85 0.56
C 4.77 2.32 -0.89
Si 3.24 3.44 -0.85
C 1.75 2.32 -0.49
C 0.62 3.00 0.33
C 0.78 2.87 1.85
F 1.97 2.38 2.23
F 0.76 4.14 2.37
C -0.38 2.17 2.60
F -1.50 2.87 2.40
F -0.13 2.23 3.91
S -0.75 0.38 2.15
F -1.58 0.80 0.86
F -2.10 0.47 3.01
F -0.01 -0.13 3.46
F 0.57 0.18 1.31
F -1.12 -1.14 1.83
H 7.80 1.54 4.01
H 6.15 3.73 0.74
H 4.80 3.59 1.90
H 4.18 1.43 0.96
H 5.84 1.06 0.58
H 5.63 2.81 -1.35
H 4.52 1.39 -1.42
H 3.04 4.05 -2.17
H 3.44 4.49 0.17
H 1.31 2.09 -1.46
H 2.11 1.40 -0.03
H -0.35 2.64 -0.02
H 0.65 4.06 0.09
C -4.86 0.68 1.30
N -6.08 1.47 1.30
C -6.68 1.83 2.57
C -6.67 1.88 0.16
O -7.69 2.54 0.10
H -5.06 -0.27 1.79
H -4.08 1.21 1.83
H -4.53 0.48 0.28
H -7.69 1.42 2.62
H -6.74 2.91 2.66
H -6.08 1.42 3.38
H -6.13 1.55 -0.74
C 6.61 -3.68 -2.27
N 5.73 -2.61 -1.82
C 4.32 -2.68 -2.15
C 6.18 -1.57 -1.12
O 5.48 -0.65 -0.72
H 6.58 -3.74 -3.36
H 6.28 -4.63 -1.84
H 7.62 -3.49 -1.94
H 4.03 -1.80 -2.74
H 3.72 -2.68 -1.24
H 4.11 -3.58 -2.72
H 7.26 -1.61 -0.92
C -5.39 -4.80 3.95
N -5.47 -3.40 3.60
C -4.25 -2.65 3.38
C -6.65 -2.77 3.47
O -6.79 -1.59 3.19
H -4.83 -4.92 4.88
H -4.87 -5.36 3.16
H -6.38 -5.22 4.08
H -4.19 -1.81 4.08
H -4.23 -2.25 2.37
H -3.39 -3.30 3.52
H -7.52 -3.42 3.66
C -1.95 3.94 -4.96
N -1.33 4.19 -3.67
C -2.17 4.46 -2.52
C 0.01 4.17 -3.50
O 0.57 4.37 -2.44
H -2.53 4.81 -5.26
H -2.61 3.07 -4.90
H -1.18 3.76 -5.71
H -1.93 5.44 -2.11
H -2.00 3.71 -1.75
H -3.22 4.44 -2.82
H 0.56 3.95 -4.43
C -8.42 1.49 -2.85
N -8.27 0.44 -3.85
C -9.00 -0.80 -3.70
C -7.47 0.58 -4.93
O -7.30 -0.26 -5.79
H -8.11 1.11 -1.88
H -9.46 1.79 -2.80
H -7.81 2.35 -3.11
H -8.31 -1.64 -3.64
H -9.66 -0.96 -4.56
H -9.60 -0.76 -2.79
H -6.95 1.56 -4.96
C 8.94 -6.60 2.49
N 8.72 -5.78 1.32
C 9.59 -5.94 0.17
C 7.73 -4.87 1.27
O 7.50 -4.16 0.31
H 9.95 -6.43 2.89
H 8.85 -7.66 2.23
H 8.21 -6.37 3.27
H 10.08 -4.99 -0.05
H 9.00 -6.22 -0.70
H 10.33 -6.70 0.37
H 7.12 -4.83 2.19
*
```

Max |F| in eV Å⁻¹: 2.031
Electronic energy in eV: -93283.5071
Structure (SMILES): C#CCCC[SiH2]CCC(F)(F)C(F)(F)S(F)(F)(F)(F)F.CN(C)C=O.CN(C)C=O.CN(C)C=O.CN(C)C=O.CN(C)C=O.CN(C)C=O
HOMO energy in Eh: -0.3281
Energy above the lowest of the compared OMol25 structures with the same formula, charge and spin in eV: 0.358
Gap between HOMO and LUMO in eV: 9.2

Entry 2:
Entry from the OMol25 dataset: 7 unconnected molecules or ions with the total composition C27H56BN4O14S6 at a distorted geometry (ωB97M-V/def2-TZVPD).

```
! wB97M-V def2-TZVPD RIJCOSX def2/J DEFGRID3
* xyz 1 1
N 3.49 4.82 -3.40
C 2.88 6.07 -3.25
N 3.70 7.33 -2.94
C 2.57 8.33 -2.84
N 1.23 7.69 -3.10
N 1.37 6.33 -3.36
C 0.32 5.29 -3.69
B -1.22 5.68 -3.27
O -1.93 6.71 -4.06
O -1.89 4.98 -2.13
H 3.31 4.11 -2.63
H 4.01 4.59 -4.28
H 2.63 9.48 -2.60
H 0.36 8.26 -3.06
H 0.61 4.24 -3.21
H 0.32 5.13 -4.87
H -1.51 7.61 -3.98
H -1.18 4.73 -1.45
C 8.69 4.73 -6.20
C 8.22 5.69 -7.30
C 6.73 5.42 -7.53
S 6.09 4.81 -5.98
O 5.67 3.44 -6.16
O 5.22 5.81 -5.39
C 7.64 4.81 -5.10
H 9.68 5.00 -5.83
H 8.74 3.71 -6.60
H 8.36 6.72 -6.97
H 8.79 5.56 -8.22
H 6.20 6.34 -7.80
H 6.57 4.65 -8.29
H 7.68 3.97 -4.41
H 7.72 5.76 -4.56
C -3.40 1.00 -2.02
C -2.71 -0.34 -1.76
C -1.35 -0.04 -1.14
S -1.52 1.51 -0.28
O -0.68 2.49 -0.93
O -1.46 1.27 1.15
C -3.21 1.81 -0.74
H -4.46 0.87 -2.26
H -2.92 1.51 -2.86
H -3.32 -0.93 -1.06
H -2.61 -0.92 -2.68
H -1.05 -0.82 -0.44
H -0.58 0.08 -1.91
H -3.38 2.88 -0.89
H -3.85 1.43 0.06
C -3.45 -5.76 -1.60
C -3.68 -6.34 -0.20
C -3.94 -5.17 0.74
S -4.65 -3.87 -0.26
O -3.73 -2.76 -0.29
O -6.05 -3.70 0.10
C -4.55 -4.74 -1.81
H -3.47 -6.54 -2.37
H -2.47 -5.27 -1.63
H -4.56 -7.00 -0.22
H -2.83 -6.94 0.14
H -4.65 -5.44 1.54
H -3.02 -4.79 1.18
H -4.34 -4.04 -2.62
H -5.52 -5.23 -1.98
C 0.90 1.97 3.29
C 0.82 3.43 3.73
C 1.93 3.66 4.75
S 3.22 2.49 4.37
O 3.33 1.55 5.46
O 4.36 3.21 3.84
C 2.37 1.70 3.02
H 0.28 1.77 2.41
H 0.54 1.32 4.10
H 0.98 4.08 2.86
H -0.16 3.68 4.15
H 2.32 4.68 4.69
H 1.58 3.46 5.77
H 2.61 0.63 3.00
H 2.69 2.18 2.09
C 3.93 -1.73 8.12
C 4.94 -2.21 7.08
C 4.22 -3.21 6.17
S 2.50 -2.74 6.18
O 1.74 -3.80 6.81
O 2.15 -2.20 4.89
C 2.67 -1.40 7.34
H 4.30 -0.86 8.67
H 3.73 -2.53 8.84
H 5.29 -1.36 6.49
H 5.82 -2.67 7.55
H 4.61 -3.17 5.15
H 4.30 -4.23 6.56
H 1.78 -1.34 7.97
H 2.79 -0.48 6.77
C -7.33 -8.84 2.48
C -8.48 -7.89 2.15
C -8.29 -7.41 0.71
S -7.41 -8.72 -0.13
O -6.10 -8.22 -0.51
O -8.30 -9.36 -1.08
C -7.22 -9.78 1.29
H -7.50 -9.38 3.41
H -6.40 -8.26 2.59
H -9.43 -8.42 2.24
H -8.52 -7.04 2.85
H -9.25 -7.24 0.22
H -7.68 -6.51 0.67
H -6.27 -10.30 1.24
H -8.05 -10.50 1.28
*
```

Max |F| in eV Å⁻¹: 8.691
Electronic energy in eV: -129210.3543
HOMO energy in Eh: -0.4126
Gap between HOMO and LUMO in eV: 7.4

Entry 3:
Entry from the OMol25 dataset: 8 unconnected molecules or ions with the total composition C27H56BrNO23P at a distorted geometry (ωB97M-V/def2-TZVPD).

```
! wB97M-V def2-TZVPD RIJCOSX def2/J DEFGRID3
* xyz 1 1
C 3.66 3.63 -4.45
C 3.12 2.36 -5.39
O 3.74 1.18 -5.27
O 2.01 2.67 -6.30
C 0.71 2.20 -5.78
C 0.63 2.01 -4.16
C -0.93 1.86 -3.58
C -1.94 3.03 -4.13
P -1.33 4.82 -3.88
N 0.08 5.28 -4.87
Br -0.92 5.35 -1.67
H 3.39 4.63 -5.04
H 3.16 3.65 -3.38
H 4.83 3.59 -4.33
H -0.11 2.94 -6.23
H 0.49 1.15 -6.28
H 1.20 1.01 -3.89
H 1.11 2.87 -3.52
H -1.36 0.78 -3.71
H -0.84 2.03 -2.40
H -2.08 2.82 -5.29
H -3.03 2.91 -3.65
H -2.43 5.69 -4.32
H 0.95 4.75 -4.61
H -0.12 5.24 -5.89
C 1.52 3.99 0.65
O 1.43 2.57 0.69
C 1.27 2.05 1.94
O 1.20 2.69 2.97
O 1.20 0.70 1.83
C 1.02 0.02 3.07
H 1.65 4.30 -0.39
H 0.61 4.45 1.04
H 2.39 4.34 1.22
H 0.08 0.32 3.54
H 1.87 0.21 3.73
H 0.98 -1.05 2.86
C 3.92 -2.59 0.70
O 3.83 -4.01 0.74
C 3.67 -4.53 1.99
O 3.60 -3.89 3.02
O 3.60 -5.88 1.87
C 3.42 -6.56 3.12
H 4.05 -2.29 -0.34
H 3.01 -2.13 1.08
H 4.79 -2.25 1.27
H 2.48 -6.26 3.59
H 4.27 -6.38 3.78
H 3.38 -7.64 2.91
C -3.71 -4.20 -2.15
O -2.96 -2.98 -2.23
C -2.03 -2.84 -1.25
O -1.80 -3.64 -0.35
O -1.40 -1.65 -1.44
C -0.39 -1.36 -0.48
H -4.42 -4.21 -2.98
H -3.04 -5.06 -2.25
H -4.27 -4.25 -1.21
H 0.41 -2.12 -0.51
H -0.82 -1.30 0.53
H 0.05 -0.39 -0.73
C 0.81 3.72 5.71
O 0.30 3.72 7.04
C -0.42 2.61 7.36
O -0.64 1.66 6.63
O -0.85 2.75 8.64
C -1.62 1.65 9.12
H 1.37 4.65 5.56
H 1.50 2.88 5.56
H 0.00 3.68 4.98
H -1.03 0.73 9.11
H -2.53 1.53 8.53
H -1.91 1.86 10.15
C 0.08 -5.68 0.87
O -0.55 -6.91 1.22
C -0.41 -7.89 0.29
O 0.18 -7.79 -0.78
O -1.06 -8.99 0.74
C -1.00 -10.11 -0.15
H -0.09 -4.97 1.69
H 1.16 -5.82 0.76
H -0.35 -5.26 -0.04
H 0.04 -10.43 -0.30
H -1.48 -9.87 -1.10
H -1.55 -10.94 0.32
C -1.49 -4.31 -9.13
O -0.75 -3.10 -9.21
C 0.18 -2.95 -8.23
O 0.41 -3.75 -7.34
O 0.81 -1.77 -8.42
C 1.83 -1.48 -7.46
H -2.21 -4.32 -9.96
H -0.83 -5.18 -9.24
H -2.06 -4.36 -8.19
H 2.62 -2.23 -7.50
H 1.40 -1.41 -6.46
H 2.26 -0.51 -7.71
C -5.39 8.24 7.09
O -3.97 8.23 7.20
C -3.42 6.99 7.26
O -4.04 5.93 7.22
O -2.08 7.12 7.37
C -1.37 5.88 7.44
H -5.71 9.29 7.05
H -5.70 7.75 6.16
H -5.85 7.77 7.96
H -1.52 5.30 6.53
H -1.67 5.31 8.32
H -0.30 6.11 7.52
*
```

Max |F| in eV Å⁻¹: 9.069
Electronic energy in eV: -156810.5243
HOMO energy in Eh: -0.4373
Energy above the lowest of the compared OMol25 structures with the same formula, charge and spin in eV: 4.843
Gap between HOMO and LUMO in eV: 6.6

Look up the electronic energy of the third one. -156810.5243 eV

gap between HOMO and LUMO of number 1 (C27H55F9N6O6SSi)? 9.2 eV

electronic energy of number 1 (C27H55F9N6O6SSi)? -93283.5071 eV

Which value of gap between HOMO and LUMO does entry 2 give? 7.4 eV